[1]
The following is a quantum chemistry calculation of a cluster of 6 separate species, C26H41BF3N14O14PS2 in total, from OMol25.

The geometry in ORCA input format:
```
! RIJCOSX wB97M-V def2-TZVPD def2/J DEFGRID3
* xyz 0 1
H -0.66051 -2.58729 -5.06663
N -0.64458 -1.84607 -4.36908
C -1.60167 -1.99410 -3.55855
C -1.83161 -1.06748 -2.40052
C -0.68658 -0.10157 -2.18579
C 0.40285 -0.50821 -1.39647
C 0.34071 -1.86319 -0.72967
C -0.57488 -1.84227 0.49794
S 0.02817 -0.86359 1.90519
C -0.59460 0.68501 1.44448
N 0.07113 1.74836 1.14059
N -0.85747 2.73878 0.86415
C -2.01020 2.18877 0.99095
O -1.94224 0.88642 1.35673
C 1.49843 0.33218 -1.19833
C 2.70455 -0.16114 -0.44884
C 3.50042 -1.13941 -1.30795
O 4.33542 -0.37966 -2.15791
C 4.32750 -2.10871 -0.45729
F 3.63009 -3.24228 -0.21044
F 4.66358 -1.61257 0.75323
F 5.46745 -2.47093 -1.06226
C 1.44638 1.62561 -1.72297
C 0.34992 2.05351 -2.47457
C -0.71743 1.18627 -2.74845
P -2.10471 1.75521 -3.77237
O -1.46152 2.70513 -4.87453
O -2.60446 0.53645 -4.67974
S -3.57836 2.48747 -2.74798
C 0.39465 3.48266 -2.93398
O -0.57114 4.20835 -2.91547
C 1.72477 3.98113 -3.36890
B 1.85728 5.02105 -4.55364
O 1.82905 4.54416 -5.83491
C 1.98146 6.55329 -4.25391
C 0.61074 7.17065 -3.86778
C 2.76552 3.54327 -2.66529
O 4.03651 3.99736 -2.92418
N 4.89735 2.89550 -3.29629
O 5.96484 3.27316 -3.50396
C 2.56682 2.60796 -1.52023
O 3.23768 2.69465 -0.52381
H -2.29469 -2.83773 -3.63178
H -2.74782 -0.49531 -2.53650
H -2.02567 -1.68544 -1.52871
H -0.04040 -2.61174 -1.42441
H 1.31747 -2.21060 -0.40824
H -1.55028 -1.42907 0.27369
H -0.73754 -2.83746 0.89965
H -2.98719 2.61678 0.84693
H 3.39984 0.63525 -0.22088
H 2.42724 -0.62445 0.49407
H 2.84642 -1.76740 -1.91878
H 4.65921 -0.95035 -2.86193
H -1.93836 3.54707 -4.85656
H -3.52787 0.37040 -4.44643
H 1.36635 5.15826 -6.41505
H 2.67149 6.73586 -3.42888
H 2.37455 7.08814 -5.12124
H -0.18903 6.77284 -4.49094
H 0.64433 8.25311 -3.95305
H 0.37059 6.91123 -2.83962
N -4.82136 1.55845 3.92099
C -5.56929 0.52432 3.43307
N -4.99836 -0.19206 2.42584
O -6.67582 0.24997 3.87467
H -3.90611 1.78585 3.58139
H -5.21761 2.10361 4.66305
H -5.52124 -0.96825 2.06637
H -4.09627 0.01043 2.03684
N 7.08560 1.97559 3.69945
C 6.23341 0.98279 3.29552
N 6.42268 0.52903 2.01917
O 5.36731 0.53129 4.02304
H 7.80215 2.36169 3.11603
H 6.96837 2.32779 4.63021
H 5.80253 -0.19207 1.70331
H 7.12968 0.87876 1.40188
N -5.96367 -2.77011 6.88110
C -6.91965 -3.31508 6.06366
N -7.53810 -2.42909 5.23199
O -7.18646 -4.50543 6.08038
H -5.72900 -1.79601 6.87943
H -5.48552 -3.39135 7.50510
H -8.23955 -2.79518 4.61744
H -7.32101 -1.44668 5.18592
N 4.03818 -4.42690 3.73366
C 3.93975 -5.66696 3.16268
N 4.19978 -5.70859 1.81779
O 3.64112 -6.66043 3.79912
H 4.28286 -3.59727 3.22662
H 3.85402 -4.36018 4.71659
H 4.13539 -6.60066 1.36635
H 4.44232 -4.90116 1.27683
N -4.47112 -4.51198 0.23895
C -4.18112 -3.68818 1.28995
N -5.04979 -3.74301 2.33945
O -3.20208 -2.95479 1.29718
H -5.26432 -5.12400 0.21914
H -3.84482 -4.50063 -0.54268
H -4.84556 -3.17014 3.13848
H -5.85301 -4.34205 2.36500
*
```

## Properties
* SMILES string: [H]/N=C/Cc1c(CCSc2nnco2)c(C[C@@H](O)C(F)(F)F)c2c(c1P(O)(O)=S)C(=O)C(B(O)CC)=C(ON=O)C2=O.NC(N)=O.NC(N)=O.NC(N)=O.NC(N)=O.NC(N)=O
* E_tot: -4297.728876 a.u.
* HOMO level: -9.138 eV

[2]
The following is a quantum chemistry calculation of a cluster of 2 separate species, C3H7NO3S in total, from OMol25.

The geometry in ORCA input format:
```
! RIJCOSX wB97M-V def2-TZVPD def2/J DEFGRID3
* xyz 0 1
C 0.09001 -0.85688 -0.28349
N 0.08731 0.34741 0.15138
C -1.25496 0.75322 0.38586
C -2.13193 -0.38495 -0.33573
O -1.13890 -1.39220 -0.43543
H 0.94671 -1.60208 -0.59296
H -1.49385 1.80458 0.09999
H -1.52897 0.64346 1.44640
H -2.93712 -0.64802 0.37619
H -2.58856 -0.31156 -1.38240
O 2.75124 1.23512 -0.30806
S 3.52884 -0.23118 -0.47072
O 4.13328 -0.52703 1.06750
H 1.89624 1.06112 0.01634
H 4.99435 -0.14273 1.16344
*
```

## Properties
* SMILES string: C1=NCCO1.OSO
* ΔE to the lowest compared entry with this formula, charge and spin: 1.655 eV
* E_tot: -797.104514 a.u.
* HOMO level: -8.743 eV

[3]
The following is a quantum chemistry calculation of a structure of composition C3H5NOS, from OMol25.

The geometry in ORCA input format:
```
! RIJCOSX wB97M-V def2-TZVPD def2/J DEFGRID3
* xyz 0 1
C 0.81938 -0.24296 0.48316
C 1.86838 -0.68633 -0.21840
C -1.09929 0.37401 -0.99066
H -2.82030 0.72148 1.35632
H 0.77329 -0.38807 1.67104
H 2.57115 -1.25680 0.48664
H 2.33070 -0.40969 -1.43360
H -0.65035 -0.28652 -1.91206
N -0.50541 0.23304 0.14424
O -2.14394 1.03128 -1.22340
S -1.14361 0.91057 1.63671
*
```

## Properties
* ΔE to the lowest compared entry with this formula, charge and spin: 4.645 eV
* E_tot: -645.340991 a.u.
* HOMO level: -9.101 eV

[4]
The following is a quantum chemistry calculation of a cluster of 2 separate species, C9H13N3 in total, from OMol25.

The geometry in ORCA input format:
```
! RIJCOSX wB97M-V def2-TZVPD def2/J DEFGRID3
* xyz 0 1
C -4.43978 -1.21490 -0.61245
C -3.49957 -0.61710 -0.15101
C -2.42326 0.09850 0.52012
C -1.76923 -0.37701 1.57047
C -1.87534 1.24582 -0.18642
N -1.46620 2.09097 -0.88524
H -5.26653 -1.70462 -1.05693
H -2.04155 -1.31377 2.04769
H -0.96575 0.23197 1.97654
C 1.90226 -2.38455 -1.15332
C 1.17791 -1.09054 -1.48171
N 1.95149 0.14023 -1.23577
C 1.51332 0.68425 -0.17799
N 1.78145 1.96589 0.19243
C 1.21471 2.40181 1.46894
H 1.29014 -3.21803 -1.54226
H 2.88867 -2.41683 -1.64068
H 2.05167 -2.54173 -0.06324
H 0.24039 -1.04924 -0.90731
H 0.90364 -1.07904 -2.54189
H 1.03910 0.12391 0.65114
H 2.55741 2.44470 -0.18782
H 1.47531 3.46272 1.62538
H 0.11824 2.28397 1.47253
H 1.64148 1.83262 2.29879
*
```

## Properties
* SMILES string: C#CC(=C)C#N.CC/N=C/NC
* ΔE to the lowest compared entry with this formula, charge and spin: 3.107 eV
* E_tot: -514.861835 a.u.
* HOMO level: -8.369 eV

[5]
The following is a quantum chemistry calculation of the molecule C4H6OS4, from OMol25.

The geometry in ORCA input format:
```
! RIJCOSX wB97M-V def2-TZVPD def2/J DEFGRID3
* xyz 0 1
S -2.48623 -1.50045 -0.50937
C -1.19074 -0.49217 0.15298
C -1.21587 0.85040 0.09518
S -2.55743 1.87370 -0.40189
S 0.35826 1.55242 0.54957
C 2.02248 0.09375 0.34980
S 3.31955 0.55764 -0.80459
O 1.27022 -0.90208 -0.11017
C 0.09662 -1.22641 0.67156
H -3.14220 -0.55140 -1.24271
H -1.83936 2.94498 -0.79016
H 2.45702 0.32210 1.41561
H 3.04534 -0.47218 -1.60904
H 0.06204 -0.87243 1.77627
H -0.19969 -2.17788 0.45696
*
```

## Properties
* SMILES string: SC1=C(S)S[C@H](S)OC1
* ΔE to the lowest compared entry with this formula, charge and spin: 0.000 eV
* E_tot: -1823.888405 a.u.
* HOMO level: -7.750 eV

LUMO list, top to bottom, in eV: -0.981; 0.787; -0.006; -0.273; 0.177